[1]
Formula: C43H60Br2F3IN8O6PSi
Source: OMol25
Level of theory: the ωB97M-V functional and the def2-TZVPD basis

ORCA input file:
```
! RIJCOSX wB97M-V def2-TZVPD def2/J DEFGRID3
* xyz 1 1
C 2.64442 1.84084 2.98796
C 3.88788 1.14778 2.24749
O 4.23986 -0.17941 2.73841
P 2.95236 -1.28562 2.63153
O 2.21736 -1.23228 4.00042
C 1.67290 -0.89123 1.30599
C 1.61226 -1.97590 0.09598
C 0.20917 -1.67770 -0.65448
C 0.15028 -0.51367 -1.66324
C 1.27873 0.50538 -2.06503
F 1.54618 0.37937 -3.47123
F 2.52070 0.40770 -1.42281
F 0.79029 1.81824 -1.74525
C -1.22934 -0.29046 -2.41008
C -1.43904 0.84956 -3.52807
O -1.43392 0.50585 -4.74283
O -1.57145 2.22716 -3.26091
C -2.61728 2.51605 -2.29662
C -2.20158 3.78254 -1.37094
C -3.22609 4.09875 -0.21698
C -2.98626 5.25084 0.81473
C -1.66027 6.06630 0.61431
C -0.64375 5.77353 -0.51943
C 0.74612 6.57834 -0.72180
C -0.90607 4.60500 -1.54761
C -2.48158 -1.18984 -2.12808
C -3.81828 -0.90160 -2.95332
Br -3.95426 -1.53648 -4.86183
C -4.97752 -0.24709 -2.46071
C -6.26553 -0.01166 -3.39014
Br -5.06507 0.39189 -0.59897
C -2.26754 -2.30122 -1.04090
C -3.55888 -3.20717 -0.70050
C -4.25915 -2.74159 0.70431
O -3.40698 -1.67465 1.21518
Si -3.83992 -1.17241 2.82098
C -2.20073 -0.49533 3.61562
C -5.06766 0.31519 2.86433
C -4.47315 -2.56571 3.96773
N -0.97133 -2.49393 -0.36997
I -0.95964 -4.03128 1.05943
O 3.60097 -2.83167 2.35677
C 3.58885 -3.66423 3.55681
C 2.14195 -4.38287 3.63280
H 2.83765 2.98165 2.99002
H 2.44773 1.47019 4.04744
H 1.65136 1.70764 2.40976
H 4.80094 1.82089 2.41954
H 3.68231 1.08883 1.11696
H 0.64078 -0.96573 1.82666
H 1.72372 0.16901 0.88148
H 1.70207 -3.04008 0.49009
H 2.49414 -1.86202 -0.64492
H -3.57469 2.80084 -2.85083
H -2.85183 1.67290 -1.56377
H -4.18542 3.47426 -0.07605
H -3.71639 5.46260 1.67809
H -1.43883 6.89243 1.36452
H 0.47652 7.57676 -1.20932
H 1.25311 6.70246 0.30313
H 1.40847 5.95523 -1.43231
H -0.18510 4.32971 -2.38302
H -5.98467 0.79383 -4.16628
H -6.58791 -0.94479 -3.96680
H -7.15440 0.43028 -2.79962
H -3.32541 -4.33435 -0.71833
H -4.39319 -3.07861 -1.49253
H -4.23756 -3.64431 1.40893
H -5.31032 -2.33428 0.51573
H -2.46339 -0.11176 4.65909
H -1.78231 0.40923 3.02595
H -1.40136 -1.31648 3.70418
H -5.09342 0.73745 3.92449
H -6.09036 0.04326 2.43577
H -4.61426 1.13706 2.19591
H -3.59607 -3.20444 4.32077
H -4.91308 -2.04477 4.90037
H -5.30522 -3.15132 3.45092
H 4.37933 -4.49109 3.38849
H 3.88294 -3.11981 4.51334
H 1.30857 -3.70835 3.19857
H 2.20327 -5.29403 2.92925
H 1.88760 -4.79108 4.66593
C 5.72012 3.55096 -0.34744
C 4.77255 4.41397 0.43166
N 4.02575 5.09325 1.04624
H 6.36533 2.99689 0.33631
H 5.15949 2.84305 -0.96051
H 6.33996 4.17171 -0.99699
C -1.88446 -5.43025 -4.11148
C -2.79760 -5.98160 -3.05944
N -3.50810 -6.42559 -2.22126
H -2.41497 -4.68927 -4.70680
H -1.01946 -4.95556 -3.64491
H -1.54071 -6.23469 -4.76380
C 9.71518 4.50452 1.47297
C 9.29219 4.69709 0.04716
N 8.95995 4.84878 -1.07662
H 10.61816 3.89331 1.51264
H 9.91942 5.47253 1.93316
H 8.92172 4.00495 2.03125
C -2.55018 9.89441 0.10855
C -1.25920 9.69650 0.84499
N -0.24205 9.53821 1.42509
H -2.49882 10.80374 -0.49236
H -2.73667 9.04270 -0.54818
H -3.37304 9.98311 0.81972
C 6.46220 -7.41127 4.42811
C 5.01886 -7.08022 4.66420
N 3.88136 -6.81973 4.85021
H 6.92666 -6.63331 3.82001
H 6.98779 -7.47958 5.38186
H 6.54311 -8.36671 3.90733
C 3.93277 1.24457 -5.15944
C 4.96419 2.30543 -5.40279
N 5.77643 3.14108 -5.59440
H 3.41999 1.43572 -4.21717
H 3.20142 1.24470 -5.96937
H 4.41165 0.26504 -5.11219
C -5.59851 -8.95851 -3.38272
C -5.99675 -8.76870 -4.81573
N -6.30978 -8.61920 -5.94498
H -4.69189 -9.56296 -3.32609
H -5.40953 -7.98935 -2.91884
H -6.39787 -9.46424 -2.83851
*
```

Output
LUMO level	-4.883	eV
max |F|	5.421	eV/A

---

[2]
Formula: C3H9N3
Source: OMol25
Level of theory: the ωB97M-V functional and the def2-TZVPD basis

ORCA input file:
```
! RIJCOSX wB97M-V def2-TZVPD def2/J DEFGRID3
* xyz 0 1
H 0.59443 0.22267 2.22291
N -0.24172 -0.20404 1.82579
C -0.14373 -0.42012 0.55422
C -1.26182 -1.20240 -0.09492
N 1.14179 -0.75137 -0.03893
H -1.29524 -1.00059 -1.16555
H -1.10702 -2.27128 0.05124
H -2.20724 -0.91396 0.35657
H 1.18259 -1.42921 -0.79021
H 1.95572 -0.44863 0.48158
C -0.11304 1.62229 -0.46425
N 0.83976 1.21896 -1.28430
H -1.13553 1.49962 -0.80211
H 0.04267 2.43388 0.25039
H 1.74839 1.64419 -1.10244
*
```

Output
LUMO level	0.451	eV
max |F|	6.011	eV/A

---

[3]
Formula: C4H16N2O2
Source: OMol25
Level of theory: the ωB97M-V functional and the def2-TZVPD basis

ORCA input file:
```
! RIJCOSX wB97M-V def2-TZVPD def2/J DEFGRID3
* xyz 2 1
C 1.65786 0.62774 -1.26309
C 1.11566 -0.46976 -0.32429
C 1.50588 -0.14315 1.11563
C 0.36478 0.00283 3.21367
N 0.28864 0.08993 1.96607
N 1.59332 0.14453 -2.71786
H 0.95996 1.44869 -1.15883
H 2.70125 0.85865 -1.07883
H 0.03139 -0.50331 -0.41214
H 1.34765 -1.48770 -0.64898
H 2.05111 -0.94182 1.60941
H 2.11209 0.73286 1.25469
H 1.19571 -0.31014 3.84623
H -0.45664 0.17207 3.90354
H -0.60826 0.29388 1.49813
H 1.02554 -0.70071 -2.77260
H 2.56361 -0.03006 -2.98275
H 1.22358 0.79136 -3.42350
H -2.77538 -1.21077 0.99112
H -2.72632 0.05711 0.26732
O -2.16150 -0.47186 0.86829
H -4.70384 1.04334 -1.16873
H -4.33132 -0.40773 -1.47559
O -3.97477 0.41400 -1.10690
*
```

Output
LUMO level	-7.310	eV
max |F|	2.641	eV/A

---

Table of energy relative to the best compared isomer or geometry (same formula, charge and spin) (eV), in record order: 13.071 3.159 1.151
Table of Kohn-Sham gap (eV), in record order: 5.422 9.093 10.434